ORCA calculation (ωB97M-V/def2-TZVPD) on C21H26F3IrN8O2 as an isolated structure.

```
61
Properties=species:S:1:pos:R:3:forces:R:3:mulliken_charge:R:1
Ir 0.481 1.179 0.344 0.01 -0.21 0.24 1.6506
C 4.241 0.662 2.614 0.00 0.01 -0.01 -1.1993
C 3.170 0.188 1.686 -0.04 0.13 0.09 0.8310
O 2.118 0.880 1.602 0.15 0.00 -0.08 -0.9178
N 3.376 -0.927 1.011 0.08 -0.04 0.00 0.0381
C 2.440 -1.549 0.079 -0.03 -0.06 0.02 -1.6306
C 2.348 -0.770 -1.201 -0.04 0.06 -0.11 1.2671
C 3.079 -1.174 -2.304 0.01 0.03 0.01 -0.8007
C 3.095 -0.399 -3.452 0.00 -0.01 0.00 -0.5242
C 2.377 0.782 -3.459 0.00 0.02 0.00 -0.9772
C 1.650 1.118 -2.337 -0.06 -0.01 -0.04 -0.1039
N 1.607 0.358 -1.227 -0.06 -0.07 -0.01 0.1535
H 3.797 0.912 3.576 0.01 -0.01 0.00 0.3194
H 4.673 1.577 2.206 0.00 0.00 0.00 0.3080
H 5.029 -0.073 2.758 0.00 0.00 0.00 0.4060
H 4.264 -1.383 1.155 -0.01 -0.01 0.01 0.3230
H 1.479 -1.677 0.559 -0.05 0.02 0.02 -0.1206
H 2.824 -2.544 -0.133 -0.01 0.00 -0.01 0.6742
H 3.641 -2.096 -2.254 0.00 0.00 0.00 0.4805
H 3.664 -0.710 -4.318 0.01 0.00 0.00 0.4799
H 2.366 1.438 -4.317 0.00 0.00 0.00 0.5090
H 1.063 2.027 -2.323 0.02 -0.01 0.01 0.5613
N 0.506 1.857 3.719 -0.01 0.00 0.03 -0.2046
C -0.386 2.573 3.046 -0.05 0.01 -0.03 0.5767
N -1.110 3.447 3.725 -0.01 0.05 -0.02 -0.7010
C -2.025 4.133 3.047 0.01 -0.02 0.02 0.3199
N -2.729 5.057 3.679 0.00 0.01 0.00 -0.3120
N -2.311 3.935 1.727 -0.01 0.02 0.00 -0.6562
C -1.561 3.061 1.137 0.03 -0.01 -0.08 0.1515
N -0.532 2.375 1.695 -0.05 -0.03 0.02 -0.2608
C -1.874 2.697 -0.266 0.02 -0.03 0.05 0.7356
C -2.926 3.254 -0.956 -0.01 -0.01 0.04 -0.3368
C -3.235 2.756 -2.214 0.00 -0.02 -0.03 -0.7073
C -2.505 1.690 -2.710 -0.01 -0.01 -0.01 -1.1580
C -1.453 1.177 -1.969 0.01 -0.01 0.01 0.0454
N -1.120 1.704 -0.787 0.09 0.26 0.03 -0.2064
H 0.557 1.999 4.715 -0.01 0.01 0.00 0.2437
H 1.088 1.179 3.264 0.02 -0.01 -0.04 0.2173
H -2.565 5.228 4.657 0.00 0.00 0.00 0.2665
H -3.440 5.571 3.188 0.00 0.00 0.00 0.2495
H -3.493 4.047 -0.490 0.01 0.00 -0.01 0.5688
H -4.050 3.179 -2.785 0.00 -0.01 0.00 0.4624
H -2.738 1.244 -3.667 -0.01 -0.01 0.00 0.5308
H -0.881 0.320 -2.305 0.03 0.02 -0.06 0.8252
F -1.874 -0.049 1.194 -0.03 -0.03 0.08 -0.2496
C -0.604 -0.379 0.927 0.00 0.06 -0.09 0.3234
F -0.651 -1.353 0.000 0.01 -0.04 -0.01 -0.1583
F -0.092 -0.923 2.052 -0.03 -0.03 0.00 -0.2364
C -0.810 -3.563 -4.349 0.00 -0.01 0.02 -0.6254
C -2.072 -3.484 -3.491 -0.02 0.01 -0.01 -0.6795
C -2.027 -2.052 -2.967 0.01 -0.03 0.04 -0.4443
O -0.644 -1.637 -3.010 0.01 0.00 -0.01 -0.1965
C 0.149 -2.701 -3.551 0.00 0.00 -0.04 -0.3130
H -0.981 -3.127 -5.334 0.00 0.01 0.01 0.2780
H -0.448 -4.581 -4.483 0.00 0.00 -0.01 0.3862
H -2.018 -4.196 -2.666 0.02 0.00 0.00 0.2731
H -2.982 -3.687 -4.051 -0.01 -0.01 0.01 0.3702
H -2.388 -1.969 -1.941 -0.01 0.01 -0.01 0.2482
H -2.607 -1.375 -3.600 0.01 0.00 -0.03 0.2816
H 0.601 -3.274 -2.731 0.01 0.01 0.00 0.1861
H 0.943 -2.257 -4.152 -0.01 -0.01 0.00 0.1790
```
Positions in Å, forces in eV/Å.

Output
- highest occupied orbital energy (eV) = -14.4995
- energy relative to the best compared isomer or geometry (same formula, charge and spin) (kcal per mole) = 11.9
- DFT total energy (hartree) = -1807.94823
- net charge = +2



ORCA calculation (ωB97M-V/def2-TZVPD) on a 2-piece molecular cluster, C21H26F3N2O3 overall.

```
55
Properties=species:S:1:pos:R:3:forces:R:3:mulliken_charge:R:1
C 1.822 1.361 2.830 0.08 0.04 -0.24 -1.7433
C 0.304 1.451 3.039 -0.16 0.00 -0.14 2.2821
C -0.167 0.176 3.742 -0.07 -0.07 -0.04 -2.0237
C -0.013 2.650 3.941 -0.15 0.19 -0.08 -1.7087
C -0.420 1.602 1.685 -0.46 -0.67 0.04 -0.2922
C -1.367 0.716 1.266 0.75 0.19 1.04 -0.4443
C -2.024 0.808 -0.005 -1.47 -1.47 -0.63 -0.4909
C -2.931 -0.205 -0.290 2.16 2.23 0.80 -0.2170
C -3.680 -0.322 -1.525 -1.35 -0.34 -2.14 0.3993
F -4.457 -1.457 -1.535 0.82 1.31 -0.11 -0.2755
F -4.543 0.743 -1.759 0.83 -1.00 0.19 -0.2719
F -2.870 -0.390 -2.653 -0.81 0.08 1.01 -0.2760
C -1.684 1.925 -0.860 0.46 0.88 -0.33 -0.5392
C -0.781 2.885 -0.488 -0.84 -0.44 -0.85 -0.2973
C -0.452 4.111 -1.373 -0.03 -0.22 0.13 2.1706
C -0.798 5.416 -0.645 -0.10 -0.01 0.28 -1.6975
C -1.248 4.081 -2.675 -0.07 -0.03 -0.06 -2.1301
C 1.037 4.149 -1.739 0.20 -0.18 0.10 -1.7217
C -0.096 2.753 0.817 1.17 0.99 0.77 1.7685
O 0.743 3.612 1.180 -1.20 -1.17 -0.58 -0.8061
H 2.199 2.267 2.346 -0.02 -0.20 0.14 0.3463
H 2.324 1.234 3.798 -0.08 0.00 -0.13 0.4383
H 2.063 0.499 2.196 0.03 0.09 0.11 0.3542
H -1.247 0.207 3.926 0.15 -0.11 -0.01 0.3933
H 0.067 -0.705 3.133 -0.12 0.07 0.16 0.4162
H 0.340 0.066 4.708 -0.01 0.08 -0.12 0.4114
H -1.095 2.713 4.110 0.16 0.02 0.04 0.3339
H 0.487 2.530 4.910 -0.07 0.01 -0.12 0.4357
H 0.326 3.580 3.474 -0.06 -0.15 0.17 0.3669
H -1.697 -0.129 1.872 0.20 0.26 -0.06 0.3461
H -3.101 -0.980 0.442 -0.12 -0.41 0.44 0.6976
H -2.197 1.959 -1.825 0.25 0.17 0.33 0.5423
H -0.217 5.513 0.276 -0.12 0.02 -0.17 0.3634
H -0.571 6.265 -1.300 -0.04 -0.07 0.07 0.4480
H -1.864 5.445 -0.396 0.09 0.04 -0.01 0.3533
H -1.001 3.193 -3.267 -0.11 0.09 0.01 0.4027
H -2.325 4.098 -2.478 0.09 -0.04 -0.10 0.4015
H -0.999 4.966 -3.272 -0.03 -0.13 0.09 0.4183
H 1.319 3.251 -2.299 0.01 0.09 0.03 0.3530
H 1.229 5.026 -2.368 0.00 -0.10 0.04 0.4495
H 1.656 4.214 -0.840 -0.09 -0.01 -0.20 0.3584
C -5.799 -1.723 4.806 -0.12 0.16 0.03 -0.9139
N -4.929 -2.367 3.854 -0.07 0.81 0.17 0.1864
C -4.200 -1.531 2.956 0.12 -0.51 -0.03 0.0797
O -4.264 -0.307 3.139 -0.08 -0.40 -0.16 -0.7148
N -3.501 -2.143 1.982 0.23 0.56 0.15 -0.2533
C -3.305 -3.490 1.919 0.20 -0.03 -0.30 0.2960
O -2.601 -4.013 1.036 -0.44 0.26 0.51 -0.7661
C -3.965 -4.294 2.946 -0.16 -0.46 0.21 -0.9416
C -4.769 -3.709 3.854 0.39 -0.52 -0.46 0.2755
H -6.163 -2.484 5.500 -0.02 0.18 -0.01 0.2908
H -5.260 -0.936 5.342 -0.14 -0.13 -0.04 0.2718
H -6.647 -1.262 4.283 0.10 -0.01 0.21 0.2636
H -3.809 -5.362 2.934 -0.04 -0.05 0.04 0.3697
H -5.316 -4.264 4.619 0.16 0.15 -0.21 0.2405
```
Positions in Å, forces in eV/Å.

Output
- highest occupied orbital energy (eV) = -5.0923
- DFT total energy (hartree) = -1450.74499
- net charge = -1



ORCA calculation (ωB97M-V/def2-TZVPD) on C21H26F4N2O2 as an isolated structure.

```
55
Properties=species:S:1:pos:R:3:forces:R:3:mulliken_charge:R:1
O -0.474 -1.718 0.690 -1.37 -7.36 -3.20 -0.6236
C -0.504 -0.611 0.993 -2.51 4.08 5.27 0.0921
N 0.569 0.025 1.188 9.51 3.25 -0.12 -0.0595
H 0.722 0.936 1.638 -0.84 -0.75 -0.53 0.3441
C 2.159 -0.614 0.783 -5.26 -2.60 7.58 -1.5519
C 2.863 -0.892 2.258 -2.95 -2.05 -3.53 0.8265
C 3.163 -2.115 2.671 -4.88 -6.89 -7.95 0.1148
C 3.695 -2.682 3.708 3.78 3.73 6.22 -0.5386
C 4.137 -1.671 4.605 -0.96 3.22 -1.24 -0.4442
C 3.873 -0.214 4.238 2.53 -7.36 5.22 -0.6773
C 3.071 -0.047 3.261 0.14 2.28 -3.77 0.3518
F 2.933 1.167 2.868 -1.52 5.33 -0.73 -0.3530
H 4.309 0.554 4.769 0.56 1.47 1.22 0.5540
H 4.556 -1.805 5.572 0.63 -0.53 0.32 0.4610
C 3.997 -4.112 3.993 5.65 9.89 4.94 0.9908
F 4.482 -4.114 5.419 -1.03 -1.02 -2.40 -0.3606
F 2.984 -4.660 3.860 -9.27 -8.28 -0.68 -0.1683
F 4.963 -4.454 3.291 3.71 -2.98 -2.47 -0.2300
H 2.541 -3.109 1.871 2.18 2.89 1.90 -0.0826
H 2.597 0.208 0.506 2.46 3.92 -3.07 0.6641
H 1.875 -1.554 0.347 0.64 0.05 -0.88 0.4359
C -1.676 0.169 1.676 -3.33 -4.16 -9.93 -0.4998
C -1.970 1.237 0.501 4.67 3.08 2.22 -0.7898
N -2.435 0.803 -0.646 -2.17 -6.42 -10.94 0.1402
C -3.669 -0.308 -0.816 7.22 7.47 6.98 0.5955
O -4.171 -0.472 -1.793 -3.57 -2.66 -6.96 -0.4272
C -3.904 -0.187 0.561 -6.26 -9.98 2.64 -0.9079
C -3.046 -0.857 1.563 4.84 4.49 -1.01 -1.1607
H -2.536 -1.699 1.265 0.34 -2.34 -0.63 0.5184
H -3.235 -0.803 2.559 -2.09 -0.49 2.62 0.5397
H -4.948 -1.066 0.646 2.02 2.19 -0.03 0.3312
H -4.386 0.571 0.990 -1.57 3.90 0.66 0.3380
C -1.829 0.977 -2.081 2.23 1.57 2.42 -0.0039
C -0.289 0.308 -2.204 -4.30 -2.12 4.32 0.2447
C 0.204 0.124 -3.570 -4.45 -0.26 -0.72 -1.2916
C 0.034 1.365 -4.289 6.60 2.45 -4.82 -0.8441
H 0.733 2.039 -3.928 1.35 2.03 1.75 0.5724
C -1.180 2.117 -4.671 -1.11 -9.17 0.76 -0.7176
H -1.808 1.035 -5.003 0.40 2.88 0.97 0.1155
H -1.070 2.432 -5.581 0.93 2.28 -5.15 0.8328
C -1.856 3.032 -3.841 -2.72 -3.99 5.31 -1.1069
C -1.670 2.576 -2.103 12.02 -9.57 -11.66 -2.3977
H -0.630 2.845 -1.948 -0.27 0.28 0.78 0.3846
H -2.324 3.041 -1.820 -12.30 8.77 6.75 1.5415
H -2.899 2.714 -4.029 0.03 1.59 0.29 0.2191
H -1.534 3.939 -4.119 0.43 3.88 -0.24 0.6372
H 0.852 1.298 -5.351 -2.77 -0.34 2.20 0.2787
H -0.471 -0.457 -4.232 -0.27 -0.99 1.12 0.2973
H 1.047 -0.444 -3.526 3.12 -0.69 -0.55 0.6240
H 0.342 0.825 -1.414 -0.30 -0.35 -1.42 0.0504
H -0.539 -0.749 -1.706 0.89 1.94 -0.99 0.0389
H -2.488 0.445 -2.847 0.68 1.24 1.29 0.4213
H -2.725 1.960 0.681 -0.29 1.49 2.37 0.4810
H -0.923 1.885 0.157 -2.62 -1.49 1.63 0.3223
H -1.510 0.786 2.385 1.43 3.22 5.88 0.8774
```
Positions in Å, forces in eV/Å.

Output
- highest occupied orbital energy (eV) = -7.8685
- energy relative to the best compared isomer or geometry (same formula, charge and spin) (kcal per mole) = 509.6
- DFT total energy (hartree) = -1474.54616
- net charge = 0



ORCA calculation (ωB97M-V/def2-TZVPD) on an isolated molecule of C21H26FN3O2.

```
53
Properties=species:S:1:pos:R:3:forces:R:3:mulliken_charge:R:1
O 0.379 2.946 1.131 -1.56 -0.43 1.12 -0.7053
C 0.374 1.865 0.582 4.12 1.47 -2.99 0.4854
N 1.381 1.687 -0.471 -1.72 -3.28 -3.35 -0.1323
C 2.371 2.689 -1.294 -8.41 0.57 15.06 0.4874
C 2.713 2.499 -2.444 -0.75 -7.13 -6.91 0.3191
C 3.568 3.372 -2.970 2.09 -1.46 -8.95 -0.2619
C 3.837 4.575 -2.578 0.52 1.63 4.92 -0.6635
C 3.263 4.711 -1.102 3.28 4.88 -4.40 -0.3308
C 2.488 3.894 -0.443 0.27 -2.16 -0.61 -0.6921
N -0.356 0.705 0.856 -1.77 11.54 3.85 0.5769
C -1.216 0.939 2.028 -1.31 0.91 0.17 -0.9610
C -0.617 0.294 3.319 2.06 -3.47 -3.71 -0.3949
C -1.318 -0.974 3.672 -5.75 2.56 -8.90 -1.9138
N -1.375 -2.013 2.592 5.14 0.44 2.03 0.8183
C -0.277 -2.901 3.011 1.52 -2.11 0.31 -0.5449
C 0.062 -3.997 2.013 0.35 -0.97 -3.34 -0.5423
O -1.054 -4.770 1.399 -0.13 1.51 2.30 -0.4872
C -2.151 -3.767 1.053 -1.49 -6.39 15.10 -1.3890
C -2.538 -2.741 2.454 1.69 -2.07 -6.59 -0.8374
C 0.074 -0.411 0.535 4.99 -5.71 -9.25 -0.2753
C -0.488 -0.814 -1.181 17.70 -0.97 7.93 0.4837
C 0.473 -1.156 -2.072 0.29 0.86 -0.49 0.0298
C -0.036 -1.250 -3.346 4.83 -2.55 -2.99 -0.6793
C -1.354 -1.256 -3.770 -0.69 0.46 1.92 -0.7064
C -2.152 -0.928 -2.638 -5.10 0.77 -5.10 -0.5290
C -1.617 -0.631 -1.399 -13.80 0.13 -6.44 0.5340
F -2.451 -0.490 -0.462 -4.00 1.43 4.11 -0.2738
H 0.935 0.855 -1.125 2.10 2.95 1.71 0.0842
H 2.287 1.483 -2.952 1.45 2.64 0.88 0.1316
H 3.831 3.020 -4.086 0.09 1.05 2.32 0.1751
H 4.630 5.209 -3.081 -1.49 -0.46 1.03 0.3183
H 3.497 5.720 -0.827 -0.09 0.38 1.09 0.3600
H 2.059 4.124 0.577 0.52 -0.86 -1.69 0.3042
H -1.399 2.154 2.321 0.78 -3.57 -1.69 0.4117
H -2.189 0.483 1.678 0.68 0.51 1.08 0.2957
H 0.524 -0.081 3.108 -2.24 2.17 1.13 0.2083
H -1.026 0.984 3.932 0.70 2.25 3.40 0.6381
H -2.409 -0.772 3.419 0.54 1.00 1.89 0.5244
H -1.273 -1.409 4.509 0.96 -2.84 6.91 0.7779
H 0.787 -2.453 3.231 -2.27 0.00 -0.47 0.3048
H -0.563 -3.442 3.955 0.13 0.54 -0.33 0.4179
H 0.916 -4.713 2.332 -1.71 1.10 -0.28 0.3513
H 0.348 -3.552 1.016 0.96 0.41 1.26 0.1609
H -2.807 -4.492 0.964 -4.21 -2.36 -1.57 0.5590
H -1.738 -3.301 0.452 5.64 8.53 -10.92 0.7702
H -3.224 -2.250 1.849 -1.88 1.73 -0.22 0.4669
H -2.956 -3.324 3.163 -1.10 -1.85 2.87 0.4417
H 1.145 -0.691 0.376 -0.39 0.99 0.57 0.1046
H -0.350 -1.188 0.882 -3.11 -4.98 3.50 -0.4625
H 1.538 -1.138 -1.702 -1.08 -0.43 -1.12 0.5321
H 0.801 -1.582 -4.055 -1.43 0.67 0.32 0.2679
H -1.644 -1.543 -4.842 0.18 0.75 2.07 0.3374
H -3.417 -0.730 -2.918 3.89 -0.80 1.41 0.1036
```
Positions in Å, forces in eV/Å.

Output
- highest occupied orbital energy (eV) = -8.5298
- energy relative to the best compared isomer or geometry (same formula, charge and spin) (kcal per mole) = 430.2
- DFT total energy (hartree) = -1229.79406
- net charge = 0
- SMILES = O=C(Nc1ccccc1)N(CCCN1CCOCC1)Cc1ccccc1F



ORCA calculation (ωB97M-V/def2-TZVPD) on an isolated molecule of C21H26FN7O2.

```
57
Properties=species:S:1:pos:R:3:forces:R:3:mulliken_charge:R:1
O -0.581 -0.022 0.353 0.04 -0.06 0.26 -0.5964
C -0.968 0.167 -0.783 -0.36 -0.05 -0.27 0.8037
N -0.202 0.003 -1.885 0.19 -0.08 -0.37 -0.0673
C 1.233 -0.149 -1.815 0.21 -0.04 0.01 -0.3514
C 1.932 1.170 -2.186 -0.11 -0.13 0.26 -1.0871
C 1.343 2.268 -1.382 0.30 -0.21 -0.02 0.6086
N 0.626 3.278 -1.820 0.28 -0.37 -0.74 -0.4922
N 0.204 4.003 -0.786 -0.44 0.73 0.81 -0.7673
C 0.652 3.429 0.313 0.23 -0.43 -0.45 0.9193
C 0.510 3.714 1.687 0.17 -0.32 0.40 -0.9459
C 1.064 2.840 2.562 -0.30 0.38 -0.16 -0.3553
C 1.757 1.672 2.083 0.04 0.34 -0.91 0.4928
N 2.296 0.808 2.978 0.09 0.00 0.54 -0.2123
C 2.565 -0.570 2.624 -0.17 -0.30 0.00 -0.9018
C 1.338 -1.451 2.875 0.24 -0.17 -0.09 0.2724
C 1.591 -2.917 2.519 -0.12 0.20 0.11 -1.2086
N 1.444 -3.174 1.096 0.08 -0.04 -0.02 0.4863
C 2.157 -4.371 0.683 -0.02 -0.02 -0.35 -0.6475
C 2.000 -4.554 -0.826 0.30 -0.10 0.25 -0.5794
O 0.649 -4.688 -1.190 -0.09 -0.16 -0.02 -0.4556
C -0.081 -3.553 -0.779 -0.19 0.20 0.25 -0.2840
C 0.042 -3.304 0.721 -0.09 0.01 -0.29 -0.9317
N 1.939 1.435 0.807 0.60 -0.75 0.75 -1.0393
N 1.386 2.308 -0.028 -0.78 1.20 -0.18 0.7583
C -2.369 0.593 -1.101 -0.19 -0.07 0.21 -0.3672
C -2.614 1.804 -1.742 -0.07 -0.10 0.04 -0.0711
C -3.913 2.219 -1.979 -0.06 0.08 -0.07 -0.9210
C -4.982 1.428 -1.590 0.07 0.03 -0.01 -0.4040
C -4.758 0.218 -0.956 0.15 -0.16 0.12 -0.6990
C -3.457 -0.179 -0.712 -0.01 0.14 -0.11 0.4554
F -3.244 -1.367 -0.112 0.02 0.11 -0.04 -0.2440
H -0.588 0.280 -2.775 -0.14 -0.04 0.13 0.3332
H 1.473 -0.421 -0.784 0.02 -0.08 -0.19 0.0461
H 1.554 -0.946 -2.493 0.00 0.02 0.13 0.4959
H 1.788 1.404 -3.241 0.05 0.05 0.04 0.4153
H 2.999 1.081 -1.978 0.04 -0.03 -0.09 0.4021
H -0.036 4.592 1.992 -0.04 0.08 0.08 0.4662
H 0.982 2.987 3.628 -0.03 0.04 0.09 0.3463
H 2.004 0.946 3.935 0.00 0.05 -0.16 0.2674
H 3.413 -0.916 3.224 -0.01 -0.03 -0.12 0.3113
H 2.833 -0.597 1.570 0.10 -0.08 0.08 0.3044
H 0.511 -1.062 2.281 -0.09 0.04 0.05 -0.0972
H 1.064 -1.387 3.931 -0.04 0.05 0.03 0.3884
H 2.613 -3.178 2.808 -0.02 -0.07 0.03 0.5019
H 0.907 -3.557 3.104 0.11 -0.04 -0.04 0.3746
H 3.216 -4.256 0.926 -0.01 -0.05 0.01 0.4197
H 1.771 -5.272 1.193 0.05 0.03 0.00 0.3548
H 2.502 -5.465 -1.158 0.04 0.09 0.02 0.3649
H 2.441 -3.684 -1.338 0.01 -0.07 0.03 0.2308
H -1.122 -3.741 -1.046 0.04 0.09 0.01 0.3380
H 0.280 -2.669 -1.321 -0.06 -0.01 0.01 0.0251
H -0.484 -2.381 0.963 -0.06 -0.02 0.01 0.5483
H -0.434 -4.140 1.265 0.04 0.02 0.00 0.2778
H -1.785 2.433 -2.032 0.12 0.04 -0.02 0.4194
H -4.088 3.164 -2.469 -0.02 0.09 -0.04 0.4360
H -5.994 1.752 -1.778 -0.09 0.02 -0.02 0.3908
H -5.573 -0.418 -0.646 -0.06 -0.09 0.03 0.4709
```
Positions in Å, forces in eV/Å.

Output
- highest occupied orbital energy (eV) = -8.4713
- DFT total energy (hartree) = -1449.46033
- net charge = 0
- SMILES = O=C(NCCc1nnc2ccc(NCCCN3CCOCC3)nn12)c1ccccc1F